a.
DFT (wB97M-V/def2-TZVPD) results for a structure of composition C3H4ClF.

Values from the calculation:
- Gap between HOMO and LUMO: 9.7 eV
- Lowest unoccupied orbital energy: 0.939 eV

The geometry in XYZ format:
```
9
Properties=species:S:1:pos:R:3:lowdin_charge:R:1
C -0.68328 -0.65535 0.61295 0.02
C 0.38331 0.94638 -0.04624 -0.14
C 0.24915 -0.43602 -0.56458 -0.80
F 1.51414 1.33587 0.58498 0.00
Cl -0.26056 -0.57339 -2.24593 0.61
H -0.42185 -1.24095 1.48250 0.06
H -1.72363 -0.30432 0.62146 0.06
H -0.14408 1.85204 -0.18643 0.12
H 1.08680 -0.92425 -0.25871 0.07
```



b.
DFT (wB97M-V/def2-TZVPD) results for an isolated molecule of C3H4ClF.

Values from the calculation:
- SMILES: C=C[C@@H](F)Cl
- Gap between HOMO and LUMO: 11.4 eV
- Lowest unoccupied orbital energy: 0.928 eV

The geometry in XYZ format:
```
9
Properties=species:S:1:pos:R:3:lowdin_charge:R:1
C 0.66955 -0.62961 -0.48479 -0.63
C 0.23104 0.55209 0.31543 -0.25
C -1.02373 0.50223 0.69590 0.01
H 1.31251 -1.27025 0.07895 0.10
H 1.02315 1.20700 0.76565 0.12
H -1.55900 1.39197 1.13428 0.09
H -1.58165 -0.34708 0.29754 0.07
F -0.52302 -1.46750 -0.86455 -0.14
Cl 1.45115 0.06115 -1.93841 0.63
```



c.
DFT (wB97M-V/def2-TZVPD) results for an isolated molecule of C3H4ClF.

Values from the calculation:
- SMILES: F[C@@H]1C[C@H]1Cl
- Gap between HOMO and LUMO: 11.5 eV
- Lowest unoccupied orbital energy: 1.143 eV

The geometry in XYZ format:
```
9
Properties=species:S:1:pos:R:3:lowdin_charge:R:1
C -0.54861 0.62528 0.36054 -0.09
C 0.22464 -0.64481 0.52219 -0.34
C 0.18249 0.03250 -0.80915 -0.65
F -0.46996 -1.80619 0.65660 0.01
Cl 1.63587 0.81624 -1.39994 0.61
H -1.62621 0.56350 0.35167 0.11
H -0.15171 1.51572 0.82185 0.10
H 1.13698 -0.67621 1.10366 0.14
H -0.38348 -0.42604 -1.60743 0.11
```



In order of decreasing stability: c, b, a.



a.
DFT (wB97M-V/def2-TZVPD) results for an isolated molecule of C23H30N2O3.

Values from the calculation:
- SMILES: COCCNC(=O)C1CCN(Cc2cccc(OCc3ccccc3)c2)CC1
- Gap between HOMO and LUMO: 9.2 eV
- Lowest unoccupied orbital energy: 0.765 eV

The geometry in XYZ format:
```
58
Properties=species:S:1:pos:R:3:lowdin_charge:R:1
C -6.01410 -1.99895 2.23987 -0.11
H -5.68801 -3.03397 2.32342 0.09
O -5.83264 -1.63674 0.89257 -0.20
C -6.32373 -0.35809 0.55402 -0.21
C -5.39231 0.77532 1.00450 -0.15
N -4.08067 0.59588 0.43211 0.08
C -3.54063 1.47465 -0.44132 -0.47
O -4.04416 2.55369 -0.67920 0.06
C -2.23320 1.02018 -1.07635 -0.24
C -2.42297 -0.22820 -1.94138 -0.13
C -1.08963 -0.63448 -2.56258 -0.20
N -0.11416 -0.90554 -1.52332 -0.15
C 0.13232 0.29105 -0.73911 -0.19
C -1.14662 0.73566 -0.03834 -0.12
H -1.46536 -0.06093 0.63531 0.12
H -0.94320 1.62924 0.55352 0.12
H 0.51271 1.11580 -1.37169 0.13
H 0.89433 0.06417 0.00915 0.11
C 1.11600 -1.45932 -2.07532 -0.15
C 2.03336 -1.91544 -0.97482 -0.22
C 1.77102 -3.08767 -0.28266 -0.04
C 2.59715 -3.47292 0.76006 -0.07
C 3.66561 -2.68481 1.13631 -0.01
C 3.92762 -1.49470 0.45852 -0.27
C 3.11921 -1.13050 -0.61049 0.02
H 3.30733 -0.22293 -1.16234 0.11
O 4.97807 -0.75861 0.92436 -0.05
C 5.19782 0.52301 0.37469 -0.15
C 4.03118 1.46974 0.53537 -0.23
C 3.79145 2.45699 -0.41190 -0.05
C 2.71400 3.31334 -0.27282 -0.08
C 1.86099 3.18703 0.81052 -0.10
C 2.09822 2.20875 1.76052 -0.08
C 3.18067 1.35760 1.62692 -0.03
H 3.36534 0.59231 2.36651 0.12
H 1.43819 2.10624 2.60922 0.11
H 1.01460 3.84982 0.91230 0.10
H 2.53562 4.07663 -1.01595 0.10
H 4.45070 2.55187 -1.26396 0.11
H 5.47929 0.44508 -0.68529 0.13
H 6.06370 0.90647 0.92705 0.14
H 4.30848 -2.96354 1.95636 0.12
H 2.40035 -4.39146 1.29295 0.10
H 0.91996 -3.69036 -0.55891 0.11
H 0.83787 -2.31553 -2.69664 0.12
H 1.63466 -0.72262 -2.71646 0.13
H -0.74183 0.16488 -3.24407 0.13
H -1.22589 -1.54493 -3.15270 0.12
H -2.78716 -1.05863 -1.33414 0.12
H -3.14998 -0.03362 -2.73202 0.12
H -1.90115 1.84482 -1.71655 0.15
H -3.69998 -0.33498 0.50575 0.13
H -5.31900 0.79742 2.09743 0.12
H -5.77374 1.73674 0.65507 0.12
H -6.39008 -0.35707 -0.53711 0.13
H -7.32691 -0.20493 0.97510 0.12
H -7.06923 -1.92619 2.52884 0.09
H -5.41834 -1.37998 2.91957 0.08
```



b.
DFT (wB97M-V/def2-TZVPD) results for an isolated molecule of C23H30N2O3.

Values from the calculation:
- SMILES: CCCCC(=O)C1=C(NCCc2c(C)[nH]c3ccc(OC)cc23)CCCC1=O
- Gap between HOMO and LUMO: 8.3 eV
- Lowest unoccupied orbital energy: 0.537 eV

The geometry in XYZ format:
```
58
Properties=species:S:1:pos:R:3:lowdin_charge:R:1
C -4.61896 -0.25978 -0.79619 -0.11
C -3.99415 -1.21405 0.21417 -0.26
C -2.58431 -0.77390 0.59689 -0.20
C -1.96647 -1.70088 1.65064 -0.12
C -0.50952 -1.36519 1.83591 -0.31
C -0.15653 -0.03285 2.31646 -0.04
C 1.07351 0.51196 1.94150 -0.16
N 1.98183 -0.21347 1.30194 0.09
C 3.07911 0.28559 0.51103 -0.17
C 3.33271 -0.66368 -0.67271 -0.10
C 2.04509 -1.07386 -1.31575 -0.16
C 1.49534 -2.33198 -1.32123 -0.26
N 0.26877 -2.28519 -1.92511 0.14
C -0.00855 -1.00212 -2.30106 -0.22
C -1.12321 -0.45954 -2.92664 -0.03
C -1.12019 0.89053 -3.18432 -0.01
C -0.02113 1.70000 -2.84383 -0.27
C 1.09172 1.16459 -2.22638 0.04
C 1.09998 -0.20374 -1.94008 -0.11
H 1.94836 1.77101 -1.97814 0.10
O -0.16755 3.02292 -3.17834 -0.09
C 0.89770 3.89734 -2.91827 -0.10
H 1.11257 3.96744 -1.84554 0.09
H 1.80763 3.59634 -3.44921 0.10
H 0.57709 4.87271 -3.28158 0.09
H -1.95997 1.36742 -3.66353 0.12
H -1.96475 -1.07739 -3.20297 0.11
H -0.35597 -3.06859 -2.00910 0.16
C 2.01086 -3.62023 -0.78757 -0.01
H 3.09443 -3.60628 -0.71108 0.08
H 1.59273 -3.79751 0.20340 0.07
H 1.71828 -4.44370 -1.43683 0.08
H 3.97941 -0.15392 -1.39117 0.12
H 3.85513 -1.55138 -0.31554 0.11
H 2.83707 1.28175 0.13211 0.11
H 3.98735 0.36148 1.12302 0.12
C 1.41816 1.94438 2.23514 -0.12
C 0.74667 2.41380 3.51748 -0.18
C -0.74816 2.18518 3.39543 -0.11
C -1.08838 0.72421 3.14320 -0.38
O -2.10040 0.26200 3.64092 0.06
H -1.27953 2.50602 4.29269 0.12
H -1.14310 2.75814 2.55019 0.13
H 0.96098 3.47066 3.69021 0.11
H 1.13784 1.84586 4.36433 0.13
H 2.50116 2.05118 2.31674 0.12
H 1.07701 2.56336 1.39791 0.13
O 0.33785 -2.18479 1.47359 0.03
H 1.69172 -1.18626 1.13307 0.11
H -2.02841 -2.73897 1.31581 0.12
H -2.50235 -1.58954 2.59190 0.11
H -2.62283 0.24221 0.99220 0.11
H -1.95246 -0.75887 -0.29584 0.10
H -4.61338 -1.25134 1.11255 0.11
H -3.95939 -2.22133 -0.20834 0.11
H -5.61052 -0.60088 -1.08542 0.07
H -4.70950 0.73654 -0.36961 0.07
H -4.00098 -0.19071 -1.68890 0.05
```



In order of decreasing stability: b, a.



a.
DFT (wB97M-V/def2-TZVPD) results for a cluster of 2 separate species, C10H16 in total.

Values from the calculation:
- Charge: +1
- Gap between HOMO and LUMO (spin up / spin down): 9.9 / 5.7 eV
- 2S+1: 2
- Lowest unoccupied orbital energy (spin up / spin down): -4.193 / -8.320 eV
- Expectation value of S²: 0.77

The geometry in XYZ format:
```
26
Properties=species:S:1:pos:R:3:lowdin_charge:R:1
C -1.46171 -0.81504 -0.91885 -0.11
C -1.60401 0.12832 -2.22592 -0.02
C 0.02880 -0.93668 -0.53003 -0.08
C 0.68826 -2.14409 -0.80839 0.02
C 0.81440 0.12409 -0.00302 0.04
C 1.99553 -2.30454 -0.47590 -0.01
C 2.13395 -0.05705 0.30171 -0.02
C 2.73544 -1.28440 0.10540 0.05
H -2.16952 -0.35622 -0.16783 0.13
H -2.00209 -1.67733 -1.08727 0.08
H -2.55341 0.71492 -2.12788 0.10
H 0.36366 -2.96548 -1.41210 0.14
H 0.36876 1.11385 0.22755 0.11
H 2.41628 -3.29795 -0.64890 0.14
H 2.57019 0.74502 0.82286 0.12
H 3.71741 -1.35751 0.61635 0.16
H -1.46410 -0.42063 -3.10571 0.06
H -0.84058 0.88153 -2.17780 0.06
C -1.95976 3.38103 2.45986 -0.18
C -1.60062 2.21044 1.51540 -0.18
H -2.62959 3.00049 3.21586 0.03
H -1.04472 3.84065 3.15809 0.13
H -2.69833 4.15372 2.10923 0.07
H -2.24697 2.22477 0.71819 0.02
H -1.87345 1.26085 2.06479 0.09
H -0.53525 2.32679 1.27299 0.04
```



b.
DFT (wB97M-V/def2-TZVPD) results for a cluster of 2 separate species, C10H16 in total.

Values from the calculation:
- Charge: +1
- Gap between HOMO and LUMO (spin up / spin down): 9.5 / 5.5 eV
- 2S+1: 2
- Lowest unoccupied orbital energy (spin up / spin down): -4.351 / -8.370 eV
- Expectation value of S²: 0.77

The geometry in XYZ format:
```
26
Properties=species:S:1:pos:R:3:lowdin_charge:R:1
C -0.21724 -0.57478 -2.75042 -0.32
C -1.41228 -1.42409 -2.35606 -0.12
C 0.42683 -0.94147 -4.08176 -0.10
H -0.66584 0.41437 -2.69654 0.09
H 0.45757 -0.65882 -1.84445 0.10
H -2.37745 -1.14209 -2.20322 0.04
H 0.76997 -1.91764 -4.02150 0.04
H -0.26820 -0.68971 -4.96114 0.12
H -1.27732 -2.01267 -1.45633 0.06
H -1.47728 -2.17815 -2.98071 0.02
H 1.40141 -0.38214 -4.07178 0.08
C -1.13208 2.51857 1.52427 0.02
C -0.93075 -0.00324 1.73383 0.03
C -0.30287 1.22672 1.68181 -0.17
C -0.14011 -1.16336 1.56412 0.04
C 1.09448 1.41948 1.60002 0.06
C 1.28100 -1.00194 1.60017 0.02
C 1.86908 0.22552 1.44046 -0.02
H -1.94639 -0.21835 1.75940 0.12
H -0.38187 -2.17482 1.69535 0.11
H -1.65417 2.52629 0.55037 0.12
H -0.42110 3.41993 1.60611 0.12
H 1.66208 2.33176 1.66114 0.13
H 1.99428 -1.87703 1.79201 0.17
H 2.95419 0.37261 1.27606 0.14
H -1.98630 2.49800 2.15657 0.08
```



In order of decreasing stability: a, b.



a.
DFT (wB97M-V/def2-TZVPD) results for the ion C3H8NO with charge -2.

Values from the calculation:
- Charge: -2
- Gap between HOMO and LUMO (spin up / spin down): 3.1 / 6.9 eV
- 2S+1: 2
- Lowest unoccupied orbital energy (spin up / spin down): 7.524 / 7.433 eV
- Expectation value of S²: 0.75

The geometry in XYZ format:
```
13
Properties=species:S:1:pos:R:3:lowdin_charge:R:1
C 0.50630 -0.26307 0.32351 -0.40
N -0.51963 0.65056 -0.18037 -0.11
C -1.86810 0.42986 0.41860 -0.64
O -2.56575 -0.60832 -0.02677 -0.38
C 1.71386 -0.31614 -0.59706 -0.61
H 0.86878 0.13428 1.27584 0.07
H 0.09393 -1.25798 0.52837 0.08
H -0.61562 0.44288 -1.17067 0.06
H -2.38584 1.41426 0.22460 0.05
H -1.63507 0.44236 1.51865 0.07
H 2.19966 0.65411 -0.68891 -0.05
H 1.63790 -0.89194 -1.52176 -0.05
H 2.56960 -0.83084 -0.10404 -0.09
```



b.
DFT (wB97M-V/def2-TZVPD) results for a cluster of 2 separate species, C3H8NO in total.

Values from the calculation:
- Charge: -2
- Gap between HOMO and LUMO (spin up / spin down): 2.9 / 6.8 eV
- 2S+1: 2
- Lowest unoccupied orbital energy (spin up / spin down): 7.279 / 7.171 eV
- Expectation value of S²: 0.75

The geometry in XYZ format:
```
13
Properties=species:S:1:pos:R:3:lowdin_charge:R:1
C -2.18714 0.18155 -1.44927 -0.54
O -2.24225 -0.07436 -0.11720 -0.47
H -2.10682 -0.74076 -2.09487 0.02
H -1.34809 0.85712 -1.71124 0.02
H -3.14587 0.61852 -1.86765 0.01
C 2.08630 0.88376 1.13526 -0.66
C 0.87994 -0.74641 -0.04214 -0.16
N 1.84375 -0.48255 0.74526 -0.14
H 2.91776 1.28682 0.52106 -0.08
H 1.26226 1.58107 0.95566 0.01
H 2.42580 1.03569 2.16750 -0.06
H 0.93866 -1.73391 -0.49313 0.03
H -0.05154 -0.17002 -0.14813 0.03
```



In order of decreasing stability: a, b.



a.
DFT (wB97M-V/def2-TZVPD) results for a cluster of 2 separate species, C2H2O3S2 in total.

Values from the calculation:
- Gap between HOMO and LUMO (spin up / spin down): 7.1 / 8.6 eV
- Lowest unoccupied orbital energy (spin up / spin down): -2.360 / -1.482 eV

The geometry in XYZ format:
```
9
Properties=species:S:1:pos:R:3:lowdin_charge:R:1
C 1.15890 1.66496 0.18153 -0.21
C -0.93581 -0.47673 -0.79806 -0.49
O 2.21095 1.03836 2.44006 -0.53
O -2.23191 -2.77267 -0.33477 -0.53
O 0.12298 0.00072 -1.18636 -0.14
S 1.47060 0.62960 1.27109 0.80
S -0.84905 -2.23664 -0.54375 0.98
H 0.82937 2.09954 -0.71036 0.00
H -1.77603 0.05285 -0.31938 0.11
```



b.
DFT (wB97M-V/def2-TZVPD) results for an isolated molecule of C2H2O3S2.

Values from the calculation:
- Gap between HOMO and LUMO (spin up / spin down): 8.7 / 8.7 eV
- Lowest unoccupied orbital energy (spin up / spin down): -0.691 / -0.692 eV

The geometry in XYZ format:
```
9
Properties=species:S:1:pos:R:3:lowdin_charge:R:1
C -0.30416 -0.39356 0.22899 -0.54
C 1.28478 1.17269 -0.60995 -0.62
O 0.39884 0.14372 -0.85092 -0.12
O -2.50417 -1.53441 1.24146 -0.48
O 0.02612 -1.63308 0.60902 -0.19
S 1.98669 1.84192 -1.98206 0.66
S -1.61770 -1.64539 0.06082 1.10
H -0.54706 0.26037 0.96913 0.10
H 1.27666 1.78773 0.33350 0.09
```



In order of decreasing stability: b, a.